C22H19MnN5O3 as an isolated structure. Source: OMol25; level of theory: ωB97M-V with the def2-TZVPD basis set.

The geometry in XYZ format:
```
50
Properties=species:S:1:pos:R:3:forces:R:3:lowdin_charge:R:1
Mn -0.09032 -0.77636 -0.52589 0.0 0.2 0.2 1.0753
C 3.82224 -2.22606 -1.24837 0.0 0.0 0.0 -0.0295
C 4.66267 -1.12795 -1.07670 0.1 0.0 0.0 -0.0226
C 4.10814 0.11229 -0.88838 0.1 0.1 0.0 0.0138
C 2.71941 0.26949 -0.85383 0.0 0.1 -0.1 -0.2847
N 1.91217 -0.80974 -0.95310 -0.1 -0.1 0.0 0.0409
C 2.46973 -2.02953 -1.17169 0.0 0.1 0.0 -0.0918
N 2.27178 1.57252 -0.76121 0.1 -0.2 0.1 0.1839
C 1.04183 1.91205 -0.76397 -0.2 0.1 -0.1 -0.2571
N -0.09400 1.10535 -0.76317 0.0 0.1 0.0 0.0177
C -1.22677 1.91469 -0.77665 0.2 0.1 -0.1 -0.2571
N -2.45693 1.57720 -0.78246 -0.1 -0.2 0.1 0.1831
C -2.90500 0.27289 -0.84651 0.0 0.0 -0.1 -0.2823
C -4.29321 0.12051 -0.90761 0.0 0.1 0.0 0.0134
C -4.85085 -1.12360 -1.05595 -0.1 0.0 0.0 -0.0225
C -4.01382 -2.23273 -1.15477 0.0 0.0 0.0 -0.0302
C -2.66226 -2.04031 -1.05755 0.0 0.1 0.0 -0.0890
N -2.10098 -0.81409 -0.88578 0.1 -0.1 0.0 0.0389
C -0.78099 3.32018 -0.79492 -0.2 -0.1 0.0 -0.1046
C -1.50804 4.49418 -0.82472 0.0 0.0 0.0 0.0108
C -0.78538 5.68098 -0.84469 0.0 0.0 0.0 -0.0452
C 0.61042 5.67928 -0.83434 0.0 0.0 0.0 -0.0453
C 1.32989 4.49072 -0.80383 0.0 0.0 0.0 0.0105
C 0.59951 3.31856 -0.78473 0.2 -0.1 0.0 -0.1050
H 4.20628 -3.21867 -1.43136 0.0 0.0 0.0 0.1204
H 5.73771 -1.24600 -1.10828 0.0 0.0 0.0 0.1231
H 4.70674 1.00521 -0.78529 0.0 0.0 0.0 0.1241
H 1.78326 -2.85404 -1.27705 0.0 0.0 0.0 0.1158
H -4.88815 1.02011 -0.85344 0.0 0.0 0.0 0.1242
H -5.92551 -1.23698 -1.10956 0.0 0.0 0.0 0.1232
H -4.39957 -3.23103 -1.29927 0.0 0.0 0.0 0.1199
H -1.97826 -2.87155 -1.10836 0.0 0.0 0.0 0.1125
H -2.58930 4.48317 -0.83350 0.0 0.0 0.0 0.1218
H -1.31234 6.62532 -0.87113 0.0 0.0 0.0 0.1130
H 1.13995 6.62235 -0.85273 0.0 0.0 0.0 0.1129
H 2.41118 4.47703 -0.79668 0.0 0.0 0.0 0.1217
C -0.93546 -2.40455 3.18413 0.0 0.0 0.0 0.0116
C 0.20658 -2.15743 2.21511 0.0 0.1 0.1 -0.4899
C 1.57410 -2.28818 2.86231 0.0 0.0 0.0 0.0134
O 0.07412 -0.82070 1.64250 0.0 -0.1 -0.1 -0.0651
C 0.09931 -3.12845 1.04311 0.1 0.1 -0.5 -0.5215
O 0.18966 -4.31204 1.19957 0.0 0.0 0.1 0.1519
O -0.07577 -2.57315 -0.16057 0.0 -0.4 0.3 -0.1936
H -0.85468 -1.73872 4.04558 0.0 0.0 0.0 0.0988
H -0.89294 -3.43346 3.53713 0.0 0.0 0.0 0.1072
H -1.89807 -2.24052 2.69834 0.0 0.0 0.0 0.0996
H 1.64802 -1.63444 3.73328 0.0 0.0 0.0 0.0994
H 2.36265 -2.02579 2.15512 0.0 0.0 0.0 0.0931
H 1.72501 -3.31622 3.18719 0.0 0.0 0.0 0.1073
H 0.10624 -0.16179 2.34471 0.0 0.1 0.0 0.1340
```
Forces are in eV/Å.

**ΔE to the lowest compared entry with this formula, charge and spin**: 0.00 kJ/mol
**⟨S²⟩**: 6.042
**Net charge**: +1
**Gap between HOMO and LUMO (spin up / spin down)**: 7.56 / 7.44 eV
**Multiplicity**: 5
**E**: -2500.1838 hartree
**Largest force on an atom**: 0.0108 Eh/bohr